(1)
# C4H3N

A single C4H3N molecule (ωB97M-V with the def2-TZVPD basis set, the Open Molecules 2025 dataset).

Values from the calculation:
SMILES = C#CCC#N
E_LUMO = 0.7 eV
HOMO-LUMO gap = 11.47 eV
net charge = 0
HOMO = -10.79 eV

Atoms and positions in Å:
C (-0.49376, -0.08547, 1.97977)
C (-0.21641, 0.11275, 0.82710)
C (0.33581, 0.35961, -0.50942)
C (-0.15712, -0.49772, -1.58709)
N (-0.45241, -1.16000, -2.48444)
H (-0.65859, -0.30520, 3.01214)
H (1.41568, 0.16960, -0.42726)
H (0.22680, 1.40643, -0.81079)

(2)
# C4H3N2

A molecular structure, C4H3N2 at a distorted geometry (ωB97M-V with the def2-TZVPD basis set, the Open Molecules 2025 dataset).

Values from the calculation:
E_LUMO = -8.2 eV
HOMO-LUMO gap = 8.85 eV
net charge = +1
HOMO = -17.01 eV

Atoms and positions in Å:
C (-2.84234, 0.51808, 0.03092)
C (-1.58447, -1.02052, -0.06945)
C (-0.83536, 0.28105, -0.10609)
C (0.35791, 0.83202, 0.08126)
N (-2.85932, -0.80849, 0.08865)
N (-1.93749, 1.33608, -0.04856)
H (-1.07371, -1.94720, -0.05871)
H (0.42359, 1.93967, 0.39623)
H (1.24337, 0.23785, -0.07038)

(3)
# C4H3N2

A gas-phase ion, C4H3N2 (charge +1) at a distorted geometry (ωB97M-V with the def2-TZVPD basis set, the Open Molecules 2025 dataset).

Values from the calculation:
2S+1 = 3
E_LUMO (spin up / spin down) = -8.2 / -9.3 eV
<S²> = 2.0144
HOMO-LUMO gap (spin up / spin down) = 5.98 / 8.71 eV
net charge = +1
HOMO (spin up / spin down) = -14.19 / -17.97 eV

Atoms and positions in Å:
C (1.91766, 0.49388, 0.02827)
C (0.68265, -0.91253, 0.01585)
C (0.04013, 0.40628, 0.00928)
C (-1.59226, 0.55119, -0.00516)
N (2.01827, -0.79281, -0.02136)
N (1.02446, 1.37038, -0.03454)
H (0.14583, -1.97342, -0.01858)
H (-2.27338, 1.40272, 0.02267)
H (-1.96338, -0.54569, 0.00356)

(4)
# C4H3N2O

A molecular structure, C4H3N2O at a distorted geometry (ωB97M-V with the def2-TZVPD basis set, the Open Molecules 2025 dataset).

Values from the calculation:
E_LUMO = -6.3 eV
HOMO-LUMO gap = 8.76 eV
net charge = +1
HOMO = -15.01 eV

Atoms and positions in Å:
C (-1.50405, 0.61162, 0.70099)
C (1.41555, -0.73836, -0.61435)
C (-0.31826, -0.06471, 0.57836)
C (0.11355, 1.19045, -0.22285)
N (1.07046, 1.12121, -1.02375)
N (0.51448, -1.11507, 0.18849)
O (-1.08932, 1.80122, 0.12060)
H (-2.48736, 0.53928, 0.97298)
H (2.11971, -1.37942, -1.27413)
H (0.16523, -1.96622, 0.57366)

(5)
# C4H3N2O5

A gas-phase ion, C4H3N2O5 (charge -1) at a distorted geometry (ωB97M-V with the def2-TZVPD basis set, the Open Molecules 2025 dataset).

Values from the calculation:
SMILES = C[C@]1([N+](=O)[O-])OC([O-])=NC1=O
E_LUMO = 3.6 eV
HOMO-LUMO gap = 9.32 eV
net charge = -1
HOMO = -5.72 eV

Atoms and positions in Å:
C (0.45584, 0.35419, 1.50798)
C (0.09206, -0.11021, 0.12320)
N (-0.38784, -1.52315, 0.16822)
O (-0.90618, -1.90250, 1.22806)
O (-0.44538, -2.16405, -0.85116)
O (1.09854, -0.01139, -0.75181)
C (0.62784, 0.70592, -1.92947)
O (1.38239, 0.93229, -2.88491)
N (-0.60392, 1.00056, -1.73308)
C (-1.05328, 0.67381, -0.59013)
O (-2.06993, 0.97211, 0.00005)
H (1.45543, 0.77259, 1.54723)
H (0.60341, -0.64276, 2.04105)
H (-0.24898, 0.94260, 2.12478)

(6)
# C4H3N2O5

A gas-phase ion, C4H3N2O5 (charge -1) at a distorted geometry (ωB97M-V with the def2-TZVPD basis set, the Open Molecules 2025 dataset).

Values from the calculation:
E_LUMO (spin up / spin down) = 2.7 / 2.0 eV
HOMO-LUMO gap (spin up / spin down) = 7.99 / 7.05 eV
net charge = -1
HOMO (spin up / spin down) = -5.24 / -5.01 eV

Atoms and positions in Å:
C (0.09488, 1.22095, 0.93767)
C (-0.74490, 1.09534, -0.06800)
C (0.18478, -2.18674, -0.11386)
C (1.59313, -0.21353, -0.16336)
N (0.45742, -0.89680, -0.76080)
N (-2.07519, 1.41161, -0.44235)
O (1.16998, -2.74358, -0.63758)
O (-2.93244, 0.62706, -0.00751)
O (-0.73741, -2.54473, 0.57923)
O (-2.37539, 2.39981, -1.17116)
O (1.26519, 0.55817, 0.96336)
H (-0.09151, 1.75549, 1.79179)
H (2.21490, -0.93508, 0.06721)
H (1.97656, 0.45201, -0.97465)

(7)
# C4H3N2O5S

A gas-phase ion, C4H3N2O5S (charge -1) at a distorted geometry (ωB97M-V with the def2-TZVPD basis set, the Open Molecules 2025 dataset).

Values from the calculation:
SMILES = C[S@@](=O)([O-])=NC(=O)C(=O)N=C=O
E_LUMO = 3.4 eV
HOMO-LUMO gap = 9.16 eV
net charge = -1
HOMO = -5.80 eV

Atoms and positions in Å:
C (-2.04357, -0.84597, 0.47057)
S (-1.28626, 0.77523, 0.57775)
O (-1.94382, 1.56874, -0.47808)
O (-1.64449, 1.22892, 1.88948)
N (0.37917, 0.76319, 0.35016)
C (0.95768, -0.41358, 0.42959)
O (0.56848, -1.53879, 0.70270)
C (2.40909, -0.23170, 0.01909)
O (3.38271, -0.51391, 0.64367)
N (2.50628, 0.28666, -1.26482)
C (1.91012, 1.05469, -1.95407)
O (1.71255, 1.76404, -2.87332)
H (-2.99960, -0.82107, 1.04071)
H (-2.41038, -1.33683, -0.40320)
H (-1.49795, -1.73963, 0.84976)

(8)
# C4H3N2OS

2 unconnected molecules or ions with the total composition C4H3N2OS at a distorted geometry (ωB97M-V with the def2-TZVPD basis set, the Open Molecules 2025 dataset).

Values from the calculation:
E_LUMO (spin up / spin down) = 3.7 / 3.8 eV
HOMO-LUMO gap (spin up / spin down) = 6.51 / 6.45 eV
net charge = -1
HOMO (spin up / spin down) = -2.78 / -2.70 eV

Atoms and positions in Å:
C (1.62092, 1.74763, 0.06411)
C (0.34804, 0.05671, 0.14441)
C (1.62080, -0.47994, -0.05425)
C (-1.95603, -0.99507, -0.07660)
N (0.38405, 1.39967, -0.03029)
N (-2.97751, -0.26766, -0.19122)
O (2.44078, 0.70624, 0.19633)
S (2.23355, -2.01503, 0.00582)
H (2.04861, 2.79744, -0.00328)
H (-1.95748, -2.09290, 0.06346)
H (-3.80573, -0.85711, -0.11847)

(9)
# C4H3N3

2 unconnected molecules or ions with the total composition C4H3N3 at a distorted geometry (ωB97M-V with the def2-TZVPD basis set, the Open Molecules 2025 dataset).

Values from the calculation:
SMILES = N#CC=C=N.C#N
E_LUMO = 0.6 eV
HOMO-LUMO gap = 10.38 eV
net charge = 0
HOMO = -9.75 eV

Atoms and positions in Å:
N (-0.51982, -2.81141, -0.21878)
C (-0.15848, -1.80575, -0.62149)
C (0.38084, -0.55967, -1.03570)
C (1.09608, 0.14800, -0.19873)
N (1.62681, 0.82248, 0.63246)
H (0.11242, -0.09861, -2.11035)
H (2.61945, 0.62103, 0.76725)
C (-1.74093, 1.12699, 0.97209)
N (-2.03733, 1.40136, -0.10461)
H (-1.37903, 1.15559, 1.91786)

(10)
# C4H3N3

A single C4H3N3 molecule at a distorted geometry (ωB97M-V with the def2-TZVPD basis set, the Open Molecules 2025 dataset).

Values from the calculation:
SMILES = N#CC(C#N)=CN
E_LUMO = -0.1 eV
HOMO-LUMO gap = 8.96 eV
net charge = 0
HOMO = -9.10 eV

Atoms and positions in Å:
N (-0.51619, 2.87762, -1.11672)
C (-0.80022, 1.70563, -0.80997)
C (-0.53200, 0.45598, -0.19268)
C (-1.38898, -0.08161, 0.81809)
N (-1.79266, -0.60355, 1.77670)
C (0.75101, -0.06531, -0.41681)
N (0.90071, -1.30537, 0.06920)
H (1.46884, 0.31984, -0.99241)
H (-0.02915, -1.67200, 0.60343)
H (1.93866, -1.63123, 0.26118)

(11)
# C4H3N3

A single C4H3N3 molecule at a distorted geometry (ωB97M-V with the def2-TZVPD basis set, the Open Molecules 2025 dataset).

Values from the calculation:
SMILES = [H]/N=C/C=C1\C2=NN21
E_LUMO (spin up / spin down) = -0.9 / -0.9 eV
HOMO-LUMO gap (spin up / spin down) = 8.65 / 8.65 eV
net charge = 0
HOMO (spin up / spin down) = -9.51 / -9.51 eV

Atoms and positions in Å:
H (-2.58161, 1.70730, 0.21483)
N (-1.76102, 1.18452, 0.43629)
C (-1.44191, 0.11183, -0.13593)
C (-0.16857, -0.61684, 0.16996)
C (1.03422, -0.15909, 0.34920)
C (1.99341, 0.78551, -0.23167)
N (2.88263, -0.08650, -0.54963)
N (2.22261, -0.74815, 0.48584)
H (-1.99967, -0.40588, -0.80520)
H (-0.18008, -1.77269, 0.06631)

(12)
# C4H3N3

A molecular structure, C4H3N3 at a distorted geometry (ωB97M-V with the def2-TZVPD basis set, the Open Molecules 2025 dataset).

Values from the calculation:
E_LUMO = -0.2 eV
HOMO-LUMO gap = 9.22 eV
net charge = 0
HOMO = -9.46 eV

Atoms and positions in Å:
N (2.70907, 0.25173, 0.55995)
C (1.62020, 0.12305, 0.14660)
C (0.84489, -1.60390, -0.31126)
N (-0.29999, -1.62279, 0.01465)
C (-1.31575, -0.69249, 0.12162)
C (-0.86764, 0.55625, -0.07860)
N (0.47537, 0.79488, -0.38526)
H (-2.31901, -1.01485, 0.36079)
H (-1.51976, 1.42368, -0.00905)
H (0.72174, 1.77192, -0.41402)

Going through the records in order, we get total energy values of -208.88870; -263.26024; -263.14593; -338.46136; -639.94656; -639.73451; -1038.18386; -737.02514; -318.39255; -318.40211; -318.22531; -318.35154 a.u..
Going through the records in order, we get molecular weight values of 65.07; 79.08; 79.08; 95.08; 159.08; 159.08; 191.14; 127.15; 93.09; 93.09; 93.09; 93.09 g mol⁻¹.
Going through the records in order, we get relative energy (zero: lowest compared OMol25 entry of this formula, charge and spin) values of 0.357; 1.617; 2.853; 2.036; 3.860; 9.630; 1.174; 5.168; 2.508; 2.248; 7.059; 3.624 eV.